Version a
10
Properties=species:S:1:pos:R:3 method="wB97M-V/def2-TZVPD" gap_ev=8.87 mol_weight_g_mol=196.98
C 0.0581 0.3089 0.1552
C 1.5483 0.1986 0.2535
N -0.8670 1.1788 0.3697
N -0.7185 -0.6976 -0.3170
N -1.7904 0.2045 -0.5276
I -3.6890 -0.2512 0.2634
H 2.0402 0.0629 -0.7219
H 1.9471 1.0407 0.7144
H 1.9291 -0.7344 0.9671
H -0.4579 -1.3112 -1.1569

***

Version b
10
Properties=species:S:1:pos:R:3 method="wB97M-V/def2-TZVPD" gap_ev="7.45 / 7.45" mol_weight_g_mol=196.98
C -0.1812 0.1688 0.2807
C -1.4872 0.4922 -0.3540
N 0.4357 1.0280 1.0075
N 0.6713 -0.8106 -0.0767
N 1.7231 -0.6475 0.8225
I 3.4359 -0.1569 -0.0156
H -2.1843 -0.2544 0.0331
H -1.6698 1.4500 0.0547
H -1.2195 0.5649 -1.4746
H 0.4759 -1.8345 -0.2777

***

Calculated relative energies: version a 0.0; version b 34.1, given in kcal/mol

***

Version a
17
Properties=species:S:1:pos:R:3 method="wB97M-V/def2-TZVPD" gap_ev=9.50 mol_weight_g_mol=127.21
C 0.6581 0.0679 0.2300
C -0.4191 -0.6285 1.1057
C -1.3790 0.0892 0.0998
C -0.3367 1.1843 0.0685
C -1.0476 -0.7027 -1.2108
C 0.4397 -0.6352 -1.0972
H 2.0968 1.1091 1.3358
H 2.7681 -0.3538 0.5217
H -0.2300 -1.7152 1.3029
H -0.5265 -0.0780 2.0392
H -2.3725 0.2535 0.3549
H -0.3578 1.8063 -0.7992
H -0.4558 1.8648 0.9204
H -1.6857 -1.5374 -1.4802
H 1.1396 -1.4175 -1.3638
N 2.0600 0.4581 0.5482
S -0.3516 0.2351 -2.5760

***

Version b
17
Properties=species:S:1:pos:R:3 method="wB97M-V/def2-TZVPD" gap_ev="7.66 / 8.23" mol_weight_g_mol=127.21
C 1.3587 -1.7215 0.5024
C 0.2503 -0.9737 0.6633
C -0.3796 0.2771 0.9190
C 0.2020 -0.8611 -3.2587
C -1.1081 0.4630 2.2307
C 0.2060 1.5164 0.4195
N 2.3399 -2.3161 0.3497
S -1.1333 -0.8669 -0.3929
H -0.2124 -1.7042 -2.7778
H 0.3156 -0.8654 -4.3168
H 0.5140 0.1013 -2.7039
H -1.4585 -0.5003 2.4324
H -1.7569 1.2566 2.0837
H -0.2483 0.7102 2.9281
H 0.6961 1.3317 -0.4517
H 0.9610 1.9010 1.0407
H -0.5467 2.2516 0.3322

***

Version c
17
Properties=species:S:1:pos:R:3 method="wB97M-V/def2-TZVPD" gap_ev=8.15 mol_weight_g_mol=127.21 smiles=CCc1ccsc1N
C -0.8792 -0.5364 1.8132
C -2.0549 -0.0560 2.3047
C -0.2597 0.1499 0.7192
C -1.0215 1.4351 0.4898
C 0.6194 -1.1322 -1.2006
C 0.9584 -0.3641 0.0461
N -0.8876 2.3382 -0.5113
S -2.5064 1.3703 1.4139
H -0.5769 -1.4947 2.0754
H -2.6548 -0.3531 3.1417
H 0.0784 -1.9808 -0.9847
H 1.5850 -1.4162 -1.7388
H 0.1364 -0.4021 -1.9759
H 1.8207 0.2399 -0.3602
H 1.3995 -1.2426 0.7134
H -0.0527 2.9585 -0.6092
H -1.8199 2.8328 -0.6939

***

Calculated relative energies: version a 13.7; version b 82.8; version c 0.0, given in kcal/mol

***

Version a
17
Properties=species:S:1:pos:R:3 method="wB97M-V/def2-TZVPD" gap_ev=8.97 mol_weight_g_mol=127.21 smiles="C[C@@H]1[C@H]2CC(=S)N[C@@H]12"
C -2.2852 -0.1792 0.6087
C -0.7610 -0.1576 0.6074
C -0.1347 0.7186 -0.5166
C 1.2553 1.2040 -0.2088
C 2.0454 -0.0817 -0.0441
C -0.0931 -0.8069 -0.6041
H -2.7328 0.6265 1.2248
H -2.7043 -0.0890 -0.3820
H -2.6305 -1.1459 0.9641
H -0.2176 -0.2291 1.5363
H -0.8392 1.4104 -1.0201
H 1.4779 1.7790 0.6568
H 1.6738 1.7435 -1.1239
H 1.6840 -2.0727 -0.4357
H -0.6436 -1.4144 -1.2985
N 1.2774 -1.1394 -0.3746
S 3.6279 -0.1662 0.4104

***

Version b
17
Properties=species:S:1:pos:R:3 method="wB97M-V/def2-TZVPD" gap_ev=9.27 mol_weight_g_mol=127.21
C 0.6008 -2.2073 0.2744
C 0.1718 -0.8212 0.0406
C 1.3345 0.1079 -0.4669
C 0.1943 1.1821 -0.7401
C -0.4980 1.3901 0.6713
C -0.4932 -0.0181 1.2161
H 1.1133 -2.6367 -0.5699
H 1.3002 -2.0938 1.1300
H -0.3072 -2.8019 0.5303
H 2.1458 0.3305 0.2907
H 1.8063 -0.2192 -1.3619
H 0.3946 2.0722 -1.3438
H -1.3388 2.1777 0.6882
H 1.1146 0.8389 1.8265
H -1.3715 -0.4741 1.7962
N 0.1507 1.0240 1.9438
S -0.8609 -0.1351 -1.4103

***

Calculated relative energies: version a 0.0; version b 45.1, given in kcal/mol

***

Version a
17
Properties=species:S:1:pos:R:3 method="wB97M-V/def2-TZVPD" gap_ev=8.09 mol_weight_g_mol=127.21
C -1.2317 -0.2327 0.9180
C -1.4515 -0.0015 -0.3611
C -0.8510 -1.4458 1.5083
C 1.5791 -0.6016 0.1653
C -2.0606 1.2296 -0.8978
C 2.1706 0.5829 -0.5777
N -0.5301 -2.4886 1.8887
S 2.7271 -1.7922 0.6007
H -1.4188 0.5495 1.7752
H -1.0264 -0.6791 -1.1137
H -3.0436 1.3604 -0.4583
H -2.0532 1.1314 -1.9650
H -1.4779 2.1665 -0.5496
H 2.7016 0.2350 -1.4802
H 2.8872 1.0814 0.0522
H 1.4094 1.3723 -0.7481
H 1.6699 -2.4675 1.2430

***

Version b
17
Properties=species:S:1:pos:R:3 method="wB97M-V/def2-TZVPD" gap_ev="8.14 / 8.14" mol_weight_g_mol=127.21
C 1.8094 -0.2949 0.0065
C -2.2503 -0.5463 0.1644
C 1.8601 2.1486 0.1113
C -0.9874 -0.1454 0.1152
C 3.0170 -1.1023 -0.3701
C -3.4189 0.3594 -0.0520
N 1.8747 0.9389 0.2653
S 0.3487 -1.2723 0.2995
H -2.4723 -1.5931 0.3190
H 2.1010 2.8008 0.9358
H -0.6877 0.8794 -0.0410
H 3.8293 -0.9377 0.3364
H 3.3697 -0.8356 -1.3665
H 2.7555 -2.1567 -0.3627
H -3.5912 0.4785 -1.1244
H -3.2406 1.3459 0.3739
H -4.3169 -0.0671 0.3895

***

Calculated relative energies: version a 29.2; version b 0.0, given in kcal/mol

***

Version a
55
Properties=species:S:1:pos:R:3 method="wB97M-V/def2-TZVPD" gap_ev=8.28 mol_weight_g_mol=379.53 smiles="CCOc1cc2[nH]c(=S)n(CCCN(CC)CC)c(=O)c2cc1OCC"
C -0.9001 -4.6112 3.2061
C 0.5696 -4.8883 2.9143
H 1.0529 -5.3202 3.7952
H 0.6731 -5.5797 2.0751
O 1.3076 -3.6965 2.6876
C 1.0825 -2.8880 1.6282
C 1.5526 -1.5913 1.8059
C 1.4427 -0.6352 0.8071
C 0.8365 -0.9759 -0.4022
C 0.3691 -2.2757 -0.5920
C 0.4869 -3.2439 0.3868
O 0.0915 -4.5410 0.2219
C -0.6307 -4.9200 -0.9362
C -2.0812 -4.4492 -0.9129
H -2.5866 -4.8436 -0.0344
H -2.5920 -4.8085 -1.8016
H -2.1411 -3.3640 -0.8900
H -0.5950 -6.0129 -0.9187
H -0.1192 -4.5734 -1.8410
H -0.0735 -2.4871 -1.5515
C 0.6938 0.0176 -1.4618
O 0.1925 -0.2101 -2.5433
N 1.1790 1.2911 -1.1584
C 1.7816 1.6225 0.0217
S 2.3804 3.1190 0.3751
N 1.8982 0.6499 0.9649
H 2.3548 0.9217 1.8257
C 0.9892 2.3097 -2.1829
C -0.4565 2.8021 -2.2210
H -0.5496 3.5349 -3.0225
C -0.8959 3.4473 -0.9016
N -2.2939 3.8364 -0.9706
C -3.1708 3.0683 -0.1110
C -3.3324 1.6362 -0.6141
H -3.6607 1.6441 -1.6497
H -4.0737 1.1144 -0.0128
H -2.3954 1.0880 -0.5528
H -2.8153 3.0432 0.9353
H -4.1502 3.5532 -0.1202
C -2.5236 5.2654 -0.9457
C -2.2852 5.9562 0.4032
H -1.2722 5.7746 0.7555
H -2.9823 5.5884 1.1523
H -2.4260 7.0288 0.2979
H -1.8709 5.7108 -1.7011
H -3.5582 5.4381 -1.2587
H -0.2572 4.3141 -0.7058
H -0.7427 2.7423 -0.0757
H -1.1153 1.9670 -2.4561
H 1.2439 1.8550 -3.1430
H 1.6733 3.1314 -1.9674
H 2.0120 -1.3500 2.7514
H -0.9928 -3.9118 4.0339
H -1.3999 -5.5390 3.4692
H -1.3883 -4.1853 2.3335

***

Version b
55
Properties=species:S:1:pos:R:3 method="wB97M-V/def2-TZVPD" gap_ev=8.67 mol_weight_g_mol=379.53 smiles="CCOc1ccc(CC(=O)NNC(=S)NC2CCCCC2)cc1OCC"
C -0.5339 6.3576 -3.3702
C -0.4645 4.9203 -3.8805
O 0.3573 4.0967 -3.0832
C -0.0947 3.6544 -1.8782
C -1.3701 3.8270 -1.3725
C -1.7230 3.3040 -0.1347
C -0.8018 2.6139 0.6263
C 0.4910 2.4373 0.1263
C 0.8561 2.9359 -1.1120
O 2.0782 2.8006 -1.6773
C 3.0404 1.9794 -1.0421
C 4.2572 1.9153 -1.9509
H 4.6553 2.9135 -2.1116
H 3.9750 1.4955 -2.9120
H 5.0218 1.2903 -1.4986
H 3.3183 2.4068 -0.0679
H 2.6343 0.9716 -0.8842
H 1.2170 1.9114 0.7277
C -1.1797 2.0259 1.9545
C -1.4935 0.5401 1.9107
O -2.1056 -0.0515 2.7814
N -1.0622 -0.1008 0.8017
N -1.1544 -1.4906 0.7481
C -0.0622 -2.1980 0.3558
N -0.0898 -3.5343 0.4659
H 0.7310 -4.0065 0.1190
C -1.1200 -4.3426 1.0864
C -1.0293 -5.7749 0.5527
C 0.2261 -6.4966 1.0394
C 0.3041 -6.4746 2.5625
C 0.2770 -5.0377 3.0730
C -0.9991 -4.3351 2.6189
H -1.8677 -4.8484 3.0356
H -1.0069 -3.3095 2.9934
H 0.3289 -5.0277 4.1629
H 1.1464 -4.4959 2.6943
H 1.2175 -6.9711 2.8941
H -0.5451 -7.0220 2.9779
H 0.2081 -7.5272 0.6803
H 1.1210 -6.0255 0.6262
H -1.9096 -6.3209 0.8964
H -1.0529 -5.7550 -0.5389
H -2.0926 -3.9231 0.7963
S 1.2300 -1.4376 -0.3611
H -1.7589 -1.8232 1.4956
H -0.3739 0.2879 0.1603
H -0.3608 2.1406 2.6711
H -2.0525 2.5297 2.3728
H -2.7282 3.4482 0.2315
H -2.1170 4.3635 -1.9354
H -1.4706 4.4921 -3.9778
H 0.0116 4.9015 -4.8651
H -0.9789 6.3972 -2.3791
H 0.4686 6.7736 -3.3123
H -1.1293 6.9608 -4.0504

***

Calculated relative energies: version a 0.0; version b 7.2, given in kcal/mol